[1]
C8H7NO in the gas phase in a non-equilibrium geometry. Source: the OMol25 dataset; level of theory: ωB97M-V with the def2-TZVPD basis set.

Summary:
strongest force on any atom: 1.6 eV/A
LUMO level (spin up / spin down): -1.05 / -2.09 eV
calculated total energy: -11942.784 eV
energy relative to the best compared isomer or geometry (same formula, charge and spin): 78.3 kcal per mole
HOMO-LUMO gap (spin up / spin down): 8.16 / 6.80 eV

Positions of all 17 atoms, in Å:
1 C 2.493 1.004 0.025
2 C 2.802 -0.345 0.004
3 C 1.180 1.455 0.002
4 C 1.798 -1.330 -0.036
5 C 0.168 0.499 -0.036
6 C 0.568 -0.788 -0.053
7 C -1.328 0.675 -0.024
8 C -3.224 -0.819 0.018
9 N -1.828 -0.550 -0.028
10 O -1.945 1.730 -0.006
11 H 3.294 1.727 0.064
12 H 3.832 -0.669 0.019
13 H 0.925 2.504 0.016
14 H 2.032 -2.379 -0.051
15 H -3.359 -1.889 -0.142
16 H -3.647 -0.552 0.993
17 H -3.761 -0.275 -0.765

natural (NBO) analysis output, partial charges in e: number 1, C, carries -0.2207; number 2, C, carries -0.1787; number 3, C, carries -0.1463; number 4, C, carries -0.3423; number 5, C, carries -0.2379; number 6, C, carries 0.3665; number 7, C, carries 0.5947; number 8, C, carries -0.4466; number 9, N, carries -0.3710; number 10, O, carries -0.5877; number 11, H, carries 0.2237; number 12, H, carries 0.2257; number 13, H, carries 0.2387; number 14, H, carries 0.2511; number 15, H, carries 0.2164; number 16, H, carries 0.1992; number 17, H, carries 0.2152

[2]
C8H7NO5S in the gas phase in a non-equilibrium geometry. Source: the OMol25 dataset; level of theory: ωB97M-V with the def2-TZVPD basis set.

Summary:
strongest force on any atom: 5.3 eV/A
LUMO level: 0.10 eV
calculated total energy: -30968.811 eV
SMILES: C=C(c1sc(O)c(O)c1O)C(O)(O)C#N
energy relative to the best compared isomer or geometry (same formula, charge and spin): 24.7 kcal per mole
HOMO-LUMO gap: 8.36 eV

Positions of all 22 atoms, in Å:
1 C -0.898 -1.695 1.565
2 C -0.747 -0.441 1.222
3 C -0.200 -0.158 -0.294
4 S 0.301 1.443 -0.735
5 C 0.963 0.848 -2.272
6 O 1.509 1.671 -3.182
7 C 0.845 -0.511 -2.299
8 O 1.153 -1.306 -3.402
9 C 0.238 -1.094 -1.114
10 O 0.219 -2.416 -0.977
11 C -0.818 0.800 2.072
12 O -1.298 0.488 3.379
13 O -1.653 1.711 1.500
14 C 0.532 1.380 2.215
15 N 1.543 1.897 2.411
16 H -1.235 -2.098 2.595
17 H -0.731 -2.334 0.795
18 H 2.132 2.411 -2.728
19 H 1.327 -0.582 -4.098
20 H 0.538 -2.722 -1.831
21 H -2.126 0.144 3.225
22 H -1.593 2.562 1.952

natural (NBO) analysis output, partial charges in e: number 1, C, carries -0.3540; number 2, C, carries -0.0287; number 3, C, carries -0.2830; number 4, S, carries 0.3677; number 5, C, carries 0.0733; number 6, O, carries -0.6929; number 7, C, carries 0.1322; number 8, O, carries -0.6906; number 9, C, carries 0.2336; number 10, O, carries -0.6508; number 11, C, carries 0.3731; number 12, O, carries -0.6796; number 13, O, carries -0.6775; number 14, C, carries 0.2284; number 15, N, carries -0.2719; number 16, H, carries 0.2190; number 17, H, carries 0.2239; number 18, H, carries 0.5073; number 19, H, carries 0.5028; number 20, H, carries 0.5018; number 21, H, carries 0.4714; number 22, H, carries 0.4942

[3]
2 unconnected molecules or ions with the total composition C8H7NO7S2 in a non-equilibrium geometry. Source: the OMol25 dataset; level of theory: ωB97M-V with the def2-TZVPD basis set.

Summary:
strongest force on any atom: 2.5 eV/A
LUMO level: 0.18 eV
calculated total energy: -45898.168 eV
SMILES: C#C[C@]1(N=C=S)COC(=O)O1.O=S1(=O)OCCO1
HOMO-LUMO gap: 9.89 eV

Positions of all 25 atoms, in Å:
1 C -1.576 -1.292 -0.306
2 C -1.040 -1.068 -1.346
3 C -0.076 -0.682 -2.398
4 N 1.231 -1.405 -2.324
5 C 1.033 -2.596 -2.348
6 S 0.684 -4.113 -2.347
7 C -0.040 0.867 -2.558
8 O 0.082 1.069 -3.974
9 C 0.267 -0.189 -4.503
10 O 0.948 -0.498 -5.397
11 O -0.571 -0.995 -3.721
12 H -2.020 -1.330 0.663
13 H -1.008 1.188 -2.154
14 H 0.771 1.422 -2.081
15 O 1.856 0.992 1.357
16 S 0.489 1.120 1.705
17 O -0.509 1.460 0.757
18 O 0.379 2.127 2.954
19 C -0.258 1.472 4.056
20 C 0.082 0.006 3.887
21 O 0.027 -0.218 2.473
22 H -1.334 1.642 3.979
23 H 0.105 1.875 4.998
24 H -0.617 -0.647 4.404
25 H 1.098 -0.209 4.226

natural (NBO) analysis output, partial charges in e: number 1, C, carries -0.1296; number 2, C, carries -0.0787; number 3, C, carries 0.2896; number 4, N, carries -0.5087; number 5, C, carries 0.2534; number 6, S, carries 0.1186; number 7, C, carries -0.0826; number 8, O, carries -0.4993; number 9, C, carries 0.9780; number 10, O, carries -0.5073; number 11, O, carries -0.5117; number 12, H, carries 0.2409; number 13, H, carries 0.2118; number 14, H, carries 0.2222; number 15, O, carries -0.8866; number 16, S, carries 2.5424; number 17, O, carries -0.9014; number 18, O, carries -0.6806; number 19, C, carries -0.0997; number 20, C, carries -0.1026; number 21, O, carries -0.6878; number 22, H, carries 0.1927; number 23, H, carries 0.2155; number 24, H, carries 0.2145; number 25, H, carries 0.1972

[4]
C8H7NOS2 in the gas phase. Source: the OMol25 dataset; level of theory: ωB97M-V with the def2-TZVPD basis set.

Summary:
strongest force on any atom: 1.0 eV/A
LUMO level: 0.62 eV
calculated total energy: -33617.127 eV
SMILES: O[C@@H](c1cccs1)c1nccs1
energy relative to the best compared isomer or geometry (same formula, charge and spin): 4.9 kcal per mole
HOMO-LUMO gap: 9.40 eV

Positions of all 19 atoms, in Å:
1 O 0.016 -0.246 2.489
2 C 0.004 -0.854 1.226
3 C -1.164 -0.404 0.383
4 C -1.430 0.860 -0.049
5 C -2.606 0.936 -0.827
6 C -3.209 -0.270 -0.978
7 S -2.359 -1.524 -0.168
8 C 1.245 -0.529 0.453
9 N 1.866 0.593 0.560
10 C 2.911 0.677 -0.295
11 C 3.092 -0.407 -1.091
12 S 1.903 -1.604 -0.754
13 H 0.334 0.659 2.381
14 H -0.068 -1.933 1.398
15 H -0.803 1.705 0.175
16 H -2.979 1.849 -1.254
17 H -4.105 -0.505 -1.516
18 H 3.512 1.568 -0.294
19 H 3.839 -0.574 -1.840

natural (NBO) analysis output, partial charges in e: number 1, O, carries -0.6848; number 2, C, carries 0.0197; number 3, C, carries -0.2217; number 4, C, carries -0.2511; number 5, C, carries -0.2497; number 6, C, carries -0.4133; number 7, S, carries 0.4481; number 8, C, carries 0.0679; number 9, N, carries -0.4695; number 10, C, carries -0.0486; number 11, C, carries -0.4444; number 12, S, carries 0.4118; number 13, H, carries 0.4834; number 14, H, carries 0.2050; number 15, H, carries 0.2295; number 16, H, carries 0.2251; number 17, H, carries 0.2359; number 18, H, carries 0.2140; number 19, H, carries 0.2427

[5]
A gas-phase ion, C8H7O2S2 (charge -1) in a non-equilibrium geometry. Source: the OMol25 dataset; level of theory: ωB97M-V with the def2-TZVPD basis set.

Summary:
strongest force on any atom: 3.8 eV/A
LUMO level (spin up / spin down): 3.02 / 2.22 eV
calculated total energy: -34171.420 eV
net charge: -1
energy relative to the best compared isomer or geometry (same formula, charge and spin): 104.8 kcal per mole
HOMO-LUMO gap (spin up / spin down): 6.90 / 6.04 eV

Positions of all 19 atoms, in Å:
1 C -2.041 0.364 0.578
2 C -1.942 -0.909 0.108
3 C -0.886 1.223 0.800
4 C -0.705 -1.405 -0.258
5 C 0.291 0.803 0.092
6 C 0.402 -0.559 -0.402
7 C 1.245 1.707 -0.187
8 C 1.843 -1.118 -0.568
9 O 4.563 -0.020 -1.240
10 O 5.251 0.894 0.961
11 S 2.776 -1.124 0.947
12 S 4.136 0.563 0.081
13 H -3.099 0.692 0.976
14 H -2.799 -1.588 0.196
15 H -1.081 2.283 0.847
16 H -0.513 -2.420 -0.506
17 H 2.042 2.309 0.340
18 H 1.819 -2.159 -0.884
19 H 2.539 -0.523 -1.346

natural (NBO) analysis output, partial charges in e: number 1, C, carries -0.1890; number 2, C, carries -0.2821; number 3, C, carries -0.2454; number 4, C, carries -0.1925; number 5, C, carries -0.2308; number 6, C, carries 0.0104; number 7, C, carries -0.0199; number 8, C, carries -0.6254; number 9, O, carries -1.0004; number 10, O, carries -0.9808; number 11, S, carries -0.2296; number 12, S, carries 1.4861; number 13, H, carries 0.1941; number 14, H, carries 0.2009; number 15, H, carries 0.2029; number 16, H, carries 0.2040; number 17, H, carries 0.1986; number 18, H, carries 0.2154; number 19, H, carries 0.2834

[6]
C8H8 in the gas phase in a non-equilibrium geometry. Source: the OMol25 dataset; level of theory: ωB97M-V with the def2-TZVPD basis set.

Summary:
strongest force on any atom: 7.3 eV/A
LUMO level: 0.59 eV
calculated total energy: -8419.942 eV
SMILES: C=C1C=C[C@@H]2CC2=C1
energy relative to the best compared isomer or geometry (same formula, charge and spin): 117.1 kcal per mole
HOMO-LUMO gap: 8.65 eV

Positions of all 16 atoms, in Å:
1 C -0.779 2.046 1.306
2 C -0.661 0.852 0.712
3 C -0.115 -0.401 1.348
4 C 0.500 -1.458 0.820
5 C 0.451 -1.286 -0.806
6 C 1.146 -0.662 -1.994
7 C -0.045 0.009 -1.634
8 C -0.550 0.891 -0.787
9 H -1.193 2.932 0.804
10 H -0.659 2.070 2.442
11 H -0.069 -0.312 2.536
12 H 0.882 -2.278 1.306
13 H -0.100 -2.254 -0.982
14 H 2.133 -0.203 -1.999
15 H 1.222 -1.224 -2.914
16 H -0.864 1.921 -1.155

natural (NBO) analysis output, partial charges in e: number 1, C, carries -0.3665; number 2, C, carries -0.0883; number 3, C, carries -0.2068; number 4, C, carries -0.1453; number 5, C, carries -0.2837; number 6, C, carries -0.4162; number 7, C, carries -0.0389; number 8, C, carries -0.1318; number 9, H, carries 0.2120; number 10, H, carries 0.2039; number 11, H, carries 0.1961; number 12, H, carries 0.2162; number 13, H, carries 0.2081; number 14, H, carries 0.2309; number 15, H, carries 0.2271; number 16, H, carries 0.1832

[7]
C8H8 in the gas phase in a non-equilibrium geometry. Source: the OMol25 dataset; level of theory: ωB97M-V with the def2-TZVPD basis set.

Summary:
strongest force on any atom: 4.0 eV/A
LUMO level: 1.07 eV
calculated total energy: -8418.355 eV
SMILES: C1C2=C3C[C@@]23[C@H]2C[C@@H]12
energy relative to the best compared isomer or geometry (same formula, charge and spin): 153.7 kcal per mole
HOMO-LUMO gap: 8.47 eV

Positions of all 16 atoms, in Å:
1 C -0.996 -0.870 0.929
2 C -0.790 -0.748 -0.514
3 C -0.317 -1.366 -1.648
4 C 0.157 -0.446 -2.594
5 C 0.082 0.272 -0.866
6 C 0.971 0.604 0.285
7 C 0.168 1.328 1.262
8 C 0.247 -0.148 1.481
9 H -1.765 -0.269 1.403
10 H -1.203 -1.916 1.240
11 H 1.269 -0.509 -3.040
12 H -0.554 0.159 -3.320
13 H 2.131 0.699 0.224
14 H -0.753 1.723 0.864
15 H 0.585 2.023 1.985
16 H 0.769 -0.537 2.310

natural (NBO) analysis output, partial charges in e: number 1, C, carries -0.4544; number 2, C, carries -0.0934; number 3, C, carries -0.1030; number 4, C, carries -0.3826; number 5, C, carries 0.0846; number 6, C, carries -0.3056; number 7, C, carries -0.4066; number 8, C, carries -0.2079; number 9, H, carries 0.2380; number 10, H, carries 0.2374; number 11, H, carries 0.2302; number 12, H, carries 0.2473; number 13, H, carries 0.2442; number 14, H, carries 0.2149; number 15, H, carries 0.2277; number 16, H, carries 0.2291

[8]
2 unconnected molecules or ions with the total composition C8H8BNO2 in a non-equilibrium geometry. Source: the OMol25 dataset; level of theory: ωB97M-V with the def2-TZVPD basis set.

Summary:
strongest force on any atom: 4.1 eV/A
LUMO level (spin up / spin down): -2.64 / -3.29 eV
calculated total energy: -14682.964 eV
energy relative to the best compared isomer or geometry (same formula, charge and spin): 152.1 kcal per mole
HOMO-LUMO gap (spin up / spin down): 4.67 / 3.55 eV

Positions of all 20 atoms, in Å:
1 B -2.891 -0.055 0.017
2 C -1.371 -2.134 -0.436
3 C 3.172 0.408 0.392
4 C 2.320 1.505 0.711
5 C 2.698 -0.691 -0.393
6 C 0.986 1.403 0.185
7 C 1.465 -0.668 -0.939
8 C 0.722 0.430 -0.643
9 C -2.205 -1.339 0.321
10 N -0.647 -2.726 -1.139
11 O -2.593 0.569 -1.140
12 O -3.517 0.511 1.122
13 H 4.107 0.307 0.844
14 H 2.534 2.296 1.464
15 H 3.236 -1.634 -0.450
16 H 0.115 2.167 0.302
17 H 1.093 -1.594 -1.448
18 H -2.208 -1.535 1.415
19 H -2.973 1.528 -1.078
20 H -4.042 1.251 0.892

Mulliken analysis output, partial charges in e: number 1, B, carries 0.5731; number 2, C, carries 0.5847; number 3, C, carries -0.3677; number 4, C, carries -0.5376; number 5, C, carries -0.4546; number 6, C, carries -0.0137; number 7, C, carries -0.1989; number 8, C, carries 0.0907; number 9, C, carries -0.5219; number 10, N, carries -0.6464; number 11, O, carries -0.5253; number 12, O, carries -0.5523; number 13, H, carries 0.4039; number 14, H, carries 0.3345; number 15, H, carries 0.3761; number 16, H, carries 0.2711; number 17, H, carries 0.4400; number 18, H, carries 0.2484; number 19, H, carries 0.2554; number 20, H, carries 0.2406